(1)
Formula: C27H49N2O10
Source: OMol25
Level of theory: ωB97M-V with the def2-TZVPD basis set

Properties
E_HOMO, eV: -10.319
Kohn-Sham gap, Eh: 0.200
Lowest unoccupied orbital energy, eV: -4.890
Molar mass, g/mol: 561.693
Charge: +1

Atoms and positions in Å:
O: 2.11 0.04 -0.18
C: 1.41 -0.92 -0.24
O: 1.88 -2.18 -0.22
C: -0.09 -0.78 -0.34
C: -0.84 -0.43 0.79
C: -2.19 -0.27 0.66
N: -2.80 -0.41 -0.53
C: -4.23 -0.21 -0.63
C: -5.03 -1.10 -1.34
C: -6.38 -0.85 -1.38
C: -6.88 0.27 -0.72
N: -6.11 1.12 -0.04
C: -4.80 0.88 0.01
C: -2.09 -0.73 -1.63
C: -0.74 -0.93 -1.56
H: 1.17 -2.83 -0.35
H: -0.37 -0.29 1.75
H: -2.82 -0.03 1.50
H: -4.60 -1.98 -1.81
H: -7.04 -1.51 -1.92
H: -7.94 0.49 -0.74
H: -4.19 1.60 0.53
H: -2.63 -0.80 -2.56
H: -0.20 -1.18 -2.46
C: 1.67 -3.56 -4.79
O: 1.06 -4.57 -4.00
C: 1.63 -5.85 -4.20
C: 2.58 -6.23 -3.08
O: 3.71 -5.37 -3.04
C: 3.58 -4.34 -2.08
H: 1.27 -2.60 -4.45
H: 2.75 -3.56 -4.67
H: 1.42 -3.68 -5.84
H: 2.16 -5.88 -5.16
H: 0.82 -6.58 -4.24
H: 2.94 -7.25 -3.24
H: 2.05 -6.20 -2.13
H: 3.63 -4.74 -1.06
H: 2.63 -3.82 -2.21
H: 4.39 -3.64 -2.22
C: 5.07 -0.43 4.89
O: 5.10 0.71 4.06
C: 6.35 0.91 3.42
C: 6.31 0.47 1.97
O: 6.11 -0.93 1.84
C: 4.78 -1.27 1.52
H: 4.04 -0.59 5.19
H: 5.43 -1.32 4.37
H: 5.68 -0.28 5.79
H: 7.14 0.37 3.95
H: 6.58 1.97 3.46
H: 7.27 0.72 1.50
H: 5.53 1.02 1.44
H: 4.53 -0.98 0.50
H: 4.07 -0.79 2.21
H: 4.69 -2.35 1.62
C: -10.56 1.90 -3.89
O: -10.19 1.03 -4.95
C: -8.92 0.43 -4.80
C: -9.03 -1.00 -4.33
O: -9.55 -1.09 -3.01
C: -10.92 -1.47 -2.97
H: -11.60 2.17 -4.05
H: -10.46 1.41 -2.92
H: -9.95 2.81 -3.90
H: -8.31 1.01 -4.10
H: -8.43 0.45 -5.78
H: -8.03 -1.45 -4.32
H: -9.64 -1.58 -5.03
H: -11.04 -2.52 -3.25
H: -11.52 -0.85 -3.63
H: -11.26 -1.33 -1.94
C: 5.20 7.60 5.52
O: 5.84 7.00 4.42
C: 7.17 6.58 4.69
C: 7.26 5.10 4.94
O: 6.57 4.71 6.12
C: 5.30 4.15 5.88
H: 4.15 7.73 5.25
H: 5.26 6.98 6.42
H: 5.63 8.59 5.74
H: 7.57 7.13 5.55
H: 7.78 6.84 3.82
H: 8.31 4.82 5.06
H: 6.86 4.56 4.07
H: 5.39 3.15 5.43
H: 4.70 4.78 5.23
H: 4.80 4.05 6.84

***

(2)
Formula: CH26O12
Source: OMol25
Level of theory: ωB97M-V with the def2-TZVPD basis set

Properties
E_HOMO, eV: -7.497
Kohn-Sham gap, Eh: 0.245
Lowest unoccupied orbital energy, eV: -0.828
Molar mass, g/mol: 230.207
Relative energy (zero: lowest compared OMol25 entry of this formula, charge and spin), kcal/mol: 141.80

Atoms and positions in Å:
O: 20.55 20.24 3.60
H: 19.71 19.91 4.13
H: 20.96 20.88 4.14
H: 20.12 20.66 2.70
C: 17.50 20.16 4.46
O: 18.38 19.15 5.00
H: 18.14 20.91 4.74
H: 16.63 19.80 4.83
H: 17.67 19.99 3.38
O: 18.76 17.41 3.24
H: 18.54 17.93 3.96
H: 17.82 17.12 3.09
O: 19.88 18.29 6.97
H: 20.38 19.14 7.10
H: 19.26 18.57 6.25
O: 19.82 23.42 6.42
H: 20.60 22.85 6.36
H: 19.44 23.17 7.37
O: 18.68 20.63 0.09
H: 19.10 21.18 0.72
H: 19.05 19.76 0.13
O: 20.53 21.70 1.36
H: 20.57 22.54 1.66
H: 21.49 21.56 1.38
O: 19.08 23.05 3.68
H: 18.76 23.11 4.62
H: 18.96 23.87 3.38
O: 22.78 19.08 5.50
H: 23.73 19.21 5.39
H: 22.82 18.11 5.42
O: 22.16 21.92 4.84
H: 22.50 22.54 4.18
H: 22.87 21.40 5.08
O: 21.46 20.62 7.27
H: 21.93 21.08 7.88
H: 22.12 20.17 6.78
O: 20.38 18.62 0.97
H: 19.53 18.38 1.62
H: 20.51 17.68 0.54

***

(3)
Formula: C52H59FeN7O4SeSi
Source: OMol25
Level of theory: ωB97M-V with the def2-TZVPD basis set

Properties
<S²>: 8.761
E_HOMO (alpha / beta), eV: -9.855 / -9.854
Multiplicity: 6
Kohn-Sham gap (alpha / beta), Eh: 0.258 / 0.196
Lowest unoccupied orbital energy (alpha / beta), eV: -2.832 / -4.511
Molar mass, g/mol: 1008.980
Charge: +1
Relative energy (zero: lowest compared OMol25 entry of this formula, charge and spin), kcal/mol: 38.32

Atoms and positions in Å:
Fe: 1.50 0.30 -1.62
C: -4.93 -11.97 0.13
O: -3.83 -11.45 0.84
C: -3.37 -10.23 0.50
C: -3.94 -9.40 -0.46
C: -3.35 -8.19 -0.77
C: -2.18 -7.78 -0.13
C: -1.63 -8.60 0.87
C: -2.22 -9.80 1.18
C: -1.50 -6.56 -0.48
N: -0.34 -6.16 0.00
C: -0.06 -4.98 -0.61
C: -1.09 -4.65 -1.50
N: -1.99 -5.66 -1.40
C: -1.07 -3.47 -2.29
C: -2.01 -3.15 -3.28
C: -1.85 -1.99 -4.00
C: -0.80 -1.13 -3.67
N: 0.08 -1.40 -2.73
C: 0.00 -2.57 -2.07
C: 1.07 -2.91 -1.17
N: 2.09 -2.04 -1.07
C: 3.12 -2.34 -0.31
C: 3.20 -3.52 0.44
C: 2.16 -4.42 0.37
C: 1.06 -4.13 -0.45
H: -5.09 -12.97 0.52
H: -4.72 -12.02 -0.94
H: -5.83 -11.37 0.30
H: -4.85 -9.67 -0.97
H: -3.82 -7.57 -1.53
H: -0.74 -8.27 1.37
H: -1.82 -10.44 1.95
H: -2.88 -5.74 -1.87
H: -2.83 -3.82 -3.50
H: -2.53 -1.73 -4.80
H: -0.65 -0.20 -4.20
H: 3.92 -1.61 -0.28
H: 4.06 -3.71 1.05
H: 2.16 -5.34 0.93
O: 3.63 -0.28 -2.90
H: 3.76 0.35 -3.62
H: 3.65 -1.16 -3.29
O: 0.74 -0.42 0.74
H: 0.15 0.35 0.82
H: 0.16 -1.18 0.69
N: 0.98 2.16 -4.31
C: 1.22 1.46 -3.43
C: 4.66 6.01 0.45
C: 4.10 6.28 -0.94
C: 2.60 6.03 -1.08
C: 2.17 4.56 -1.00
N: 2.29 3.96 0.30
C: 2.89 2.77 0.54
Se: 3.58 1.63 -0.74
N: 2.85 2.50 1.86
C: 3.40 1.33 2.49
C: 4.53 1.65 3.46
C: 5.65 2.50 2.86
C: 6.46 1.78 1.79
C: 2.17 3.52 2.49
C: 1.82 3.69 3.82
C: 1.07 4.81 4.13
C: 0.68 5.72 3.15
C: 1.04 5.56 1.83
C: 1.80 4.45 1.50
H: 5.69 6.37 0.49
H: 4.67 4.95 0.67
H: 4.09 6.54 1.21
H: 4.64 5.67 -1.68
H: 4.27 7.33 -1.19
H: 2.27 6.39 -2.05
H: 2.08 6.61 -0.31
H: 2.79 3.97 -1.69
H: 1.13 4.47 -1.34
H: 3.75 0.67 1.69
H: 2.59 0.81 3.01
H: 4.95 0.70 3.80
H: 4.13 2.17 4.33
H: 6.32 2.80 3.67
H: 5.23 3.42 2.45
H: 6.85 0.85 2.19
H: 7.30 2.39 1.48
H: 5.87 1.57 0.91
H: 2.08 2.98 4.58
H: 0.76 4.97 5.15
H: 0.07 6.56 3.43
H: 0.70 6.27 1.09
C: -1.71 3.92 -2.55
C: -2.27 3.70 -1.15
C: -3.79 3.80 -1.16
C: -1.69 4.74 -0.20
Si: -1.72 1.89 -0.54
O: -0.23 1.53 -0.86
C: -2.01 1.89 1.34
C: -0.92 1.92 2.21
C: -1.08 1.80 3.58
C: -2.36 1.69 4.12
C: -3.45 1.69 3.27
C: -3.28 1.79 1.90
C: -2.96 0.65 -1.33
C: -3.63 -0.29 -0.56
C: -4.61 -1.10 -1.11
C: -4.94 -0.99 -2.45
C: -4.25 -0.09 -3.24
C: -3.26 0.71 -2.69
H: -1.81 4.97 -2.83
H: -2.26 3.35 -3.29
H: -0.66 3.64 -2.60
H: -4.09 4.77 -1.56
H: -4.21 3.71 -0.15
H: -4.24 3.03 -1.78
H: -2.04 5.73 -0.51
H: -0.61 4.74 -0.24
H: -1.99 4.57 0.83
H: 0.07 2.06 1.80
H: -0.22 1.81 4.24
H: -2.49 1.61 5.19
H: -4.45 1.61 3.69
H: -4.14 1.78 1.26
H: -3.38 -0.40 0.48
H: -5.14 -1.79 -0.48
H: -5.72 -1.60 -2.87
H: -4.49 0.01 -4.29
H: -2.71 1.38 -3.32

***

(4)
Formula: C9H16NO4P
Source: OMol25
Level of theory: ωB97M-V with the def2-TZVPD basis set

Properties
E_HOMO, eV: 1.519
Kohn-Sham gap, Eh: 0.141
Lowest unoccupied orbital energy, eV: 5.367
Molar mass, g/mol: 233.204
Charge: -2
Relative energy (zero: lowest compared OMol25 entry of this formula, charge and spin), kcal/mol: 97.48

Atoms and positions in Å:
C: -2.00 0.57 -0.83
C: 2.31 0.26 0.76
C: 3.14 -0.60 0.14
C: -1.77 -0.21 1.33
C: -1.74 -0.26 2.83
C: -4.47 1.34 -0.73
C: 3.42 -1.46 -2.14
C: -3.16 1.36 -1.47
C: 2.71 -1.61 -0.88
N: -1.87 0.85 0.52
O: -1.79 2.05 1.03
O: -2.07 -0.86 -1.05
O: -0.80 -2.66 0.23
O: -3.33 -2.49 0.59
P: -2.03 -1.83 0.31
H: 2.47 0.94 1.50
H: 1.24 0.25 0.50
H: 4.14 -0.44 0.28
H: -1.49 0.77 3.21
H: -0.82 -0.80 3.07
H: -2.73 -0.51 3.29
H: -4.30 1.95 0.20
H: -4.57 0.23 -0.42
H: -5.48 1.72 -1.04
H: 3.03 -2.15 -2.90
H: 4.52 -1.47 -2.00
H: 3.44 -0.47 -2.86
H: -2.88 2.40 -1.47
H: -3.15 0.85 -2.46
H: 2.82 -2.66 -0.60
H: 1.61 -1.48 -0.96

***

(5)
Formula: C23H60AgN5O26P3S
Source: OMol25
Level of theory: ωB97M-V with the def2-TZVPD basis set

Properties
<S²>: 0.756
E_HOMO (alpha / beta), eV: -10.135 / -10.135
Multiplicity: 2
Kohn-Sham gap (alpha / beta), Eh: 0.335 / 0.227
Lowest unoccupied orbital energy (alpha / beta), eV: -1.020 / -3.965
Molar mass, g/mol: 1055.599

Atoms and positions in Å:
Ag: 0.00 1.80 -0.45
S: 0.51 -0.35 1.21
O: 1.43 0.59 0.54
O: 0.33 -0.19 2.68
O: -0.75 0.15 0.68
O: 0.86 -1.74 0.85
C: 4.17 3.33 -0.13
C: 4.04 4.32 0.94
O: 2.77 4.99 0.85
P: 1.40 4.57 1.63
O: 0.52 3.64 0.90
O: 1.71 4.10 3.12
C: 2.13 2.83 3.42
C: 1.27 2.20 4.51
O: 0.70 6.01 1.86
C: -0.60 6.05 2.24
C: -1.48 6.42 1.06
H: 4.98 2.64 0.12
H: 3.29 2.74 -0.38
H: 4.33 3.84 -1.08
H: 4.24 3.87 1.91
H: 4.79 5.11 0.84
H: 1.91 2.16 2.60
H: 3.17 2.67 3.70
H: 1.51 2.60 5.50
H: 0.21 2.11 4.31
H: 1.69 1.19 4.45
H: -1.11 5.20 2.69
H: -0.74 6.83 2.98
H: -1.37 5.79 0.18
H: -2.53 6.45 1.34
H: -1.47 7.48 0.80
C: -1.00 -4.39 -6.73
C: -0.21 -3.77 -5.56
O: -0.08 -2.33 -5.91
P: 1.40 -1.70 -5.92
O: 1.72 -0.28 -6.26
O: 2.12 -2.24 -4.55
C: 1.68 -1.80 -3.26
C: 1.36 -2.94 -2.27
O: 2.09 -2.63 -7.06
C: 3.46 -2.93 -6.98
C: 3.78 -4.37 -6.45
H: -0.50 -4.28 -7.69
H: -1.53 -5.34 -6.65
H: -1.64 -3.58 -7.08
H: -0.69 -3.74 -4.57
H: 0.71 -4.34 -5.44
H: 2.47 -1.15 -2.89
H: 0.87 -1.08 -3.32
H: 1.19 -2.70 -1.22
H: 0.49 -3.46 -2.67
H: 2.12 -3.71 -2.20
H: 3.62 -2.88 -8.06
H: 4.12 -2.29 -6.39
H: 3.11 -5.14 -6.84
H: 4.84 -4.59 -6.59
H: 3.67 -4.39 -5.36
C: -3.00 2.81 4.11
C: -2.59 2.27 2.72
O: -2.94 3.27 1.81
P: -3.26 2.92 0.33
O: -2.09 2.40 -0.44
O: -4.46 1.86 0.46
C: -4.32 0.53 -0.07
C: -5.15 -0.37 0.77
O: -3.95 4.21 -0.19
C: -5.08 4.65 0.62
C: -5.69 5.86 -0.22
H: -2.57 2.22 4.93
H: -2.77 3.85 4.30
H: -4.06 2.59 4.28
H: -1.54 1.99 2.68
H: -3.11 1.34 2.52
H: -4.56 0.39 -1.12
H: -3.28 0.21 -0.04
H: -6.22 -0.16 0.70
H: -4.94 -1.36 0.36
H: -4.81 -0.28 1.81
H: -5.90 3.94 0.74
H: -4.88 5.09 1.60
H: -6.45 6.41 0.34
H: -4.97 6.54 -0.68
H: -6.32 5.33 -0.94
C: -1.58 -2.57 3.53
N: -2.03 -3.88 3.91
O: -2.55 -4.02 5.04
O: -1.98 -4.81 3.07
H: -0.58 -2.35 3.91
H: -2.30 -1.79 3.76
H: -1.37 -2.61 2.46
C: 3.88 -1.35 -0.04
N: 5.30 -1.17 0.22
O: 5.74 -1.11 1.39
O: 5.97 -1.41 -0.75
H: 3.60 -0.61 -0.79
H: 3.38 -1.18 0.91
H: 3.76 -2.42 -0.26
C: 3.18 -2.15 3.43
N: 2.36 -2.34 4.70
O: 2.58 -1.58 5.65
O: 1.72 -3.41 4.87
H: 3.22 -1.06 3.33
H: 2.67 -2.60 2.58
H: 4.20 -2.41 3.68
C: 0.91 -5.05 1.42
N: 1.36 -6.00 2.40
O: 2.15 -6.80 2.06
O: 0.85 -6.07 3.54
H: 1.73 -4.35 1.63
H: -0.06 -4.74 1.81
H: 0.97 -5.51 0.44
C: -2.21 -1.21 -2.29
N: -3.48 -1.84 -2.67
O: -4.00 -2.74 -2.02
O: -4.06 -1.35 -3.61
H: -1.44 -1.71 -2.88
H: -1.79 -1.53 -1.34
H: -2.29 -0.14 -2.46

***

(6)
Formula: C6H10N2
Source: OMol25
Level of theory: ωB97M-V with the def2-TZVPD basis set

Properties
E_HOMO (alpha / beta), eV: -7.062 / -7.063
Kohn-Sham gap (alpha / beta), Eh: 0.253 / 0.253
Lowest unoccupied orbital energy (alpha / beta), eV: -0.191 / -0.191
Molar mass, g/mol: 110.160
Relative energy (zero: lowest compared OMol25 entry of this formula, charge and spin), kcal/mol: 103.63

Atoms and positions in Å:
C: 0.35 2.31 -0.53
C: -1.82 -0.73 -0.01
C: 0.57 -0.85 1.08
C: -0.34 -0.80 -0.26
C: 0.79 0.57 1.11
C: 0.16 -1.45 -1.35
N: 0.15 1.02 0.06
N: 1.22 -1.86 1.48
H: 2.08 -1.62 1.99
H: 1.44 1.13 1.78
H: 1.11 2.30 -1.32
H: 0.67 3.04 0.23
H: -0.60 2.65 -0.95
H: -2.07 -0.54 1.03
H: -2.23 0.11 -0.58
H: -2.29 -1.67 -0.30
H: 1.23 -1.46 -1.53
H: -0.43 -2.15 -1.91

***

(7)
Formula: CH2P2S
Source: OMol25
Level of theory: ωB97M-V with the def2-TZVPD basis set

Properties
<S²>: 2.005
E_HOMO (alpha / beta), eV: -7.899 / -10.290
Multiplicity: 3
Kohn-Sham gap (alpha / beta), Eh: 0.297 / 0.331
Lowest unoccupied orbital energy (alpha / beta), eV: 0.182 / -1.276
Molar mass, g/mol: 108.042
Relative energy (zero: lowest compared OMol25 entry of this formula, charge and spin), kcal/mol: 0.00

Atoms and positions in Å:
C: -1.99 0.07 0.19
P: -2.92 0.35 -1.04
P: 2.72 0.86 -1.15
S: 2.45 -0.20 0.58
H: -1.43 -0.45 1.01
H: 1.17 -0.64 0.41

***

(8)
Formula: C4H5N3O
Source: OMol25
Level of theory: ωB97M-V with the def2-TZVPD basis set

Properties
SMILES string: [H]/N=C\n1cc(O)cn1
E_HOMO, eV: -8.792
Kohn-Sham gap, Eh: 0.345
Lowest unoccupied orbital energy, eV: 0.607
Molar mass, g/mol: 111.104
Relative energy (zero: lowest compared OMol25 entry of this formula, charge and spin), kcal/mol: 53.22

Atoms and positions in Å:
C: 0.58 -0.24 -1.40
C: 0.01 -1.37 -0.70
C: -0.48 1.05 1.72
C: 0.33 0.84 -0.54
H: 0.93 -0.95 -3.14
H: -0.13 -2.34 -1.11
H: -0.30 2.13 1.68
H: -1.09 -0.34 2.73
H: 0.59 1.87 -0.50
N: -0.54 -1.00 0.46
N: -0.24 0.31 0.53
N: -0.92 0.64 2.83
O: 1.16 -0.20 -2.60